Entry 1:
Molecular formula: C19H19N5
Method: DFT, ωB97M-V/def2-TZVPD

The geometry in XYZ format:
```
43
Properties=species:S:1:pos:R:3:forces:R:3
N 5.4252 4.6046 -2.4939 0.084 0.035 -0.284
C 4.4834 3.9178 -1.7261 0.092 0.046 -1.100
C 3.5004 3.1473 -2.4001 -0.194 -0.386 1.299
C 2.5405 2.4660 -1.6251 0.553 0.426 0.774
C 2.5284 2.5245 -0.1878 0.882 0.999 -0.369
C 1.4849 1.8661 0.6597 -0.074 -1.095 -0.652
C 0.7066 0.8348 0.1328 0.396 0.734 -0.306
C -0.2447 0.2277 0.9533 0.346 -0.990 -0.513
N -0.9488 -0.8501 0.4829 -0.378 -0.361 0.749
C -2.0342 -1.5643 1.1817 0.351 1.300 0.466
C -1.7990 -3.0846 1.3232 0.067 0.982 0.228
C -2.5731 -3.6488 0.2163 -1.098 -1.326 -1.123
C -2.5564 -4.9775 -0.2472 0.154 0.436 -0.139
C -3.3789 -5.3200 -1.3112 -0.865 0.314 -0.672
C -4.2132 -4.3610 -1.9657 0.393 0.421 0.953
C -4.2309 -3.0284 -1.4710 0.226 -0.083 -0.237
C -3.4350 -2.7063 -0.3639 0.272 -1.201 -0.502
C -3.3159 -1.4037 0.3458 -0.826 0.537 -0.237
N -0.3895 0.5981 2.2058 -0.712 -0.080 0.293
C 0.4022 1.5826 2.6223 -0.013 -0.942 -0.997
N 0.2571 1.9294 3.9047 -0.960 -0.627 1.066
N 1.3524 2.2124 1.9498 0.357 0.583 -0.614
C 3.5428 3.3069 0.4408 -0.328 -0.173 -1.005
C 4.4905 4.0068 -0.3330 -0.321 -0.269 0.877
H 6.1926 5.0875 -2.0376 -0.406 -0.341 -0.284
H 5.5025 4.4483 -3.5077 -0.123 0.083 1.205
H 3.5424 3.0659 -3.4971 -0.214 0.033 0.642
H 1.7829 1.8783 -2.1310 0.039 0.096 -0.011
H 0.8344 0.4905 -0.8778 0.045 -0.024 -0.178
H -0.7742 -1.1774 -0.4542 0.126 0.263 0.022
H -2.1987 -1.1300 2.1865 0.562 0.078 -0.721
H -0.7673 -3.3782 1.2753 0.647 0.086 0.105
H -2.1795 -3.3677 2.2925 -0.181 -0.413 0.366
H -1.8770 -5.7482 0.1562 -0.438 0.596 -0.012
H -3.3917 -6.3690 -1.6300 -0.022 0.507 -0.092
H -4.8489 -4.6576 -2.8118 0.418 0.165 0.438
H -4.7734 -2.1605 -1.9246 0.169 -1.259 0.167
H -4.2065 -1.2654 0.9969 0.457 0.074 -0.325
H -3.2700 -0.5488 -0.3756 0.010 -0.517 0.795
H -0.6628 1.7647 4.3030 0.492 0.117 -0.079
H 0.6840 2.7953 4.0308 0.542 1.618 0.940
H 3.5710 3.3561 1.5356 -0.072 0.037 -0.536
H 5.2454 4.6357 0.1763 -0.456 -0.479 -0.396
```
Forces are in eV/Å.

Properties
Energy above the lowest of the compared OMol25 structures with the same formula, charge and spin, kJ/mol: 0.0
Structure (SMILES): Nc1ccc(-c2cc(NC3Cc4ccccc4C3)nc(N)n2)cc1
2S+1: 1
Kohn-Sham gap, eV: 8.390
LUMO energy, eV: 0.856

Here are the Mulliken charges for atoms 1 to 4, given in e:
1 N -0.490
2 C 1.301
3 C -0.833
4 C -0.549

---

Entry 2:
Molecular formula: C19H20AsClN3O5SV
Method: DFT, ωB97M-V/def2-TZVPD

The geometry in XYZ format:
```
51
Properties=species:S:1:pos:R:3:forces:R:3
V -0.8109 1.7344 1.3108 0.157 -0.383 -0.844
N -1.1651 3.4365 0.0537 0.055 -0.051 0.058
N -2.5390 3.7164 -0.0702 0.085 -0.184 0.046
C -3.4543 2.7678 0.1958 -0.017 0.066 -0.058
N -4.7234 3.0810 0.0244 -0.042 -0.057 0.010
S -3.0419 1.1755 0.7143 0.232 0.457 0.033
H -0.6994 4.2428 0.4716 -0.084 -0.007 0.060
H -0.7510 3.2622 -0.8633 -0.069 0.029 -0.012
H -2.7970 4.6563 -0.3373 -0.068 -0.032 -0.036
H -5.0300 3.9805 -0.3164 0.005 0.002 0.007
H -5.4359 2.4053 0.2559 0.004 0.012 0.003
O -0.5929 3.0400 4.9427 -0.047 -0.072 -0.107
Cl -0.8785 2.6450 3.6410 -0.130 0.890 0.097
O -1.2487 1.2411 3.4854 0.080 -0.351 -0.018
O 0.3282 2.7573 2.7227 -0.458 -0.232 -0.205
O -1.8972 3.4175 2.9467 0.395 -0.256 0.406
O 0.1637 1.0582 -0.0978 -0.060 0.116 0.520
As 0.7146 -0.5698 -0.4404 -0.054 -0.086 -0.037
C 2.3182 -0.3717 -1.4163 0.107 0.153 0.023
C 2.8530 -1.4794 -2.0705 -0.038 0.000 0.028
C 4.0716 -1.3507 -2.7172 -0.018 -0.014 0.001
C 4.7414 -0.1342 -2.7016 0.007 0.012 -0.001
C 4.2049 0.9619 -2.0394 -0.007 -0.004 -0.001
C 2.9874 0.8488 -1.3867 -0.004 -0.027 -0.030
C -0.6385 -1.4364 -1.4303 -0.014 -0.025 -0.020
C -1.7203 -1.9992 -0.7522 -0.008 -0.025 -0.022
C -2.7295 -2.6073 -1.4797 0.000 0.001 0.012
C -2.6531 -2.6511 -2.8669 -0.012 -0.005 0.002
C -1.5778 -2.0834 -3.5366 0.027 0.024 -0.008
C -0.5613 -1.4680 -2.8216 -0.045 -0.001 0.038
C 0.9288 -1.3633 1.2691 0.007 0.171 0.114
C 1.3851 -0.5464 2.3065 0.002 -0.074 -0.021
C 1.5596 -1.0879 3.5704 0.008 0.016 -0.011
C 1.3003 -2.4351 3.7850 0.006 -0.003 0.011
C 0.8723 -3.2476 2.7434 -0.013 -0.015 -0.025
C 0.6809 -2.7166 1.4763 -0.031 -0.007 0.006
H 2.3326 -2.4301 -2.0779 0.006 -0.009 -0.014
H 4.4991 -2.2001 -3.2316 0.000 -0.005 -0.002
H 5.6924 -0.0407 -3.2081 0.004 -0.002 -0.001
H 4.7369 1.9032 -2.0293 0.001 0.002 0.001
H 2.5652 1.6982 -0.8656 0.007 -0.004 -0.005
H -1.7662 -1.9864 0.3311 -0.014 0.011 -0.019
H -3.5686 -3.0579 -0.9674 0.001 -0.002 0.002
H -3.4375 -3.1382 -3.4304 -0.004 0.000 -0.003
H -1.5278 -2.1239 -4.6159 0.003 -0.001 -0.004
H 0.2786 -1.0248 -3.3414 0.019 -0.007 -0.004
H 1.6502 0.4914 2.1294 0.003 -0.004 0.010
H 1.9133 -0.4651 4.3809 -0.001 0.000 0.000
H 1.4439 -2.8579 4.7700 -0.002 -0.002 0.002
H 0.6842 -4.2981 2.9178 0.002 -0.004 0.001
H 0.3394 -3.3501 0.6669 0.017 -0.011 0.019
```
Forces are in eV/Å.

Properties
Energy above the lowest of the compared OMol25 structures with the same formula, charge and spin, kJ/mol: 74.2
Net charge: +2
2S+1: 3
Kohn-Sham gap (alpha / beta), eV: 7.578 / 8.530
LUMO energy (alpha / beta), eV: -7.355 / -6.404

Here are the Mulliken charges for atoms 1 to 4, given in e:
1 V 0.702
2 N -0.419
3 N -0.317
4 C 0.915

---

Entry 3:
Molecular formula: C19H20AuN3OS2
Method: DFT, ωB97M-V/def2-TZVPD

The geometry in XYZ format:
```
46
Properties=species:S:1:pos:R:3:forces:R:3
Au 0.5000 -1.0828 0.2454 0.183 0.330 0.540
S 4.5844 -1.7637 1.7380 -0.022 -0.036 -0.039
C 4.7414 -0.9162 0.2693 0.009 -0.075 -0.016
C 3.5438 -0.6351 -0.3315 -0.018 0.084 0.081
C 2.4788 -1.1122 0.4594 0.070 0.104 0.030
C 2.8844 -1.7685 1.5924 -0.029 -0.041 -0.054
C 1.8900 -2.4831 2.3522 -0.021 -0.078 0.028
C 2.0711 -3.2062 3.5195 0.005 0.007 -0.007
C 0.9917 -3.8587 4.0864 0.005 -0.001 0.007
C -0.2580 -3.7804 3.4827 0.000 -0.020 -0.024
C -0.3901 -3.0493 2.3248 0.014 -0.039 -0.014
N 0.6614 -2.4249 1.7735 -0.070 -0.143 -0.152
H 5.7273 -0.6788 -0.0989 -0.005 0.036 0.007
H 3.4670 -0.1341 -1.2814 0.013 0.041 0.011
H 3.0521 -3.2488 3.9720 0.001 0.003 0.001
H 1.1218 -4.4276 4.9971 -0.002 0.003 0.003
H -1.1190 -4.2822 3.8983 -0.003 0.004 0.002
H -1.3325 -2.9518 1.8092 -0.008 0.013 0.015
C -4.8522 -0.3765 -0.7503 -0.013 0.005 0.015
N -3.9771 -1.5464 -0.5786 0.016 0.005 -0.043
C -4.5715 -2.8892 -0.6719 -0.008 -0.002 0.026
C -2.7267 -1.3961 -0.2936 0.001 0.027 -0.036
N -1.6032 -1.2594 -0.0429 -0.007 -0.003 0.084
H -5.4773 -0.5407 -1.6256 0.010 0.005 -0.007
H -4.2488 0.5136 -0.9056 0.000 0.002 0.018
H -5.4812 -0.2460 0.1292 -0.006 -0.008 -0.005
H -5.0180 -3.0123 -1.6569 0.000 -0.001 0.001
H -5.3365 -3.0031 0.0947 0.002 -0.001 0.000
H -3.8008 -3.6423 -0.5317 -0.001 -0.001 -0.003
C 0.3292 1.2659 -3.1816 -0.053 0.019 0.024
S 1.2749 1.4572 -1.6807 -0.113 -0.114 0.010
O 0.3703 0.7651 -0.6027 -0.005 -0.139 -0.536
C 1.0567 3.1697 -1.3414 0.046 -0.004 0.026
C 2.1232 3.9991 -1.6625 0.001 -0.003 0.035
C 1.9800 5.3647 -1.4656 0.007 0.002 -0.003
C 0.8000 5.8663 -0.9367 0.002 -0.001 0.002
C -0.2492 5.0156 -0.6023 -0.004 -0.001 -0.003
C -0.1323 3.6525 -0.8078 -0.009 0.007 -0.039
H -0.6817 1.6338 -3.0164 0.002 0.007 0.003
H 0.3339 0.2116 -3.4539 0.012 -0.001 0.004
H 0.8300 1.8507 -3.9534 -0.003 0.003 0.001
H 3.0474 3.5920 -2.0540 0.002 0.002 -0.001
H 2.7940 6.0312 -1.7136 0.001 0.002 0.001
H 0.6967 6.9306 -0.7746 -0.002 0.001 -0.002
H -1.1602 5.4195 -0.1829 0.002 0.001 0.007
H -0.9354 2.9775 -0.5452 -0.002 -0.002 -0.001
```
Forces are in eV/Å.

Properties
Energy above the lowest of the compared OMol25 structures with the same formula, charge and spin, kJ/mol: 20.7
Net charge: +2
2S+1: 1
Kohn-Sham gap, eV: 7.391
LUMO energy, eV: -6.970

Here are the Mulliken charges for atoms 1 to 4, given in e:
1 Au 1.190
2 S -0.129
3 C -0.535
4 C -0.568

---

The highest energy above the lowest of the compared OMol25 structures with the same formula, charge and spin belongs to which entry? C19H20AsClN3O5SV

---

Which formula does entry 2 have? C19H20AsClN3O5SV

---

Among the records above, which one has the lowest energy above the lowest of the compared OMol25 structures with the same formula, charge and spin? C19H19N5